{"formula": "C40H32ClN3O5PRu", "method": "wB97M-V/def2-TZVPD", "charge": 0, "multiplicity": 2, "total_energy_ha": -2980.4087, "gap_ev": [6.817, 7.040], "symbols": ["Ru", "C", "O", "C", "C", "C", "C", "C", "C", "N", "N", "C", "O", "C", "C", "C", "C", "C", "C", "C", "O", "H", "H", "H", "H", "H", "H", "H", "H", "H", "H", "H", "H", "N", "C", "C", "C", "C", "C", "C", "P", "C", "C", "C", "C", "C", "C", "C", "C", "C", "C", "C", "C", "H", "H", "H", "H", "H", "H", "H", "H", "H", "H", "H", "H", "H", "H", "H", "H", "Cl", "C", "C", "C", "C", "C", "C", "C", "O", "O", "H", "H", "H", "H"], "positions_angstrom": [[-0.310314, 0.767999, 0.765247], [-0.830213, -2.356116, 4.088781], [-2.203626, -2.221235, 3.730803], [-2.780115, -0.994162, 3.612643], [-4.070575, -0.892520, 4.102639], [-4.822583, 0.272180, 3.979291], [-4.265944, 1.358987, 3.343906], [-2.969913, 1.280840, 2.814124], [-2.534589, 2.408862, 2.015653], [-1.549686, 2.385144, 1.201247], [-1.418195, 3.481916, 0.328121], [-0.856504, 3.050064, -0.762253], [-0.498891, 1.813129, -0.983846], [-0.622596, 4.004339, -1.875008], [-1.456802, 5.095935, -2.084929], [-1.206695, 5.964871, -3.136132], [-0.118515, 5.751685, -3.971348], [0.719268, 4.665198, -3.756879], [0.464424, 3.786907, -2.715440], [-2.188759, 0.103035, 2.943339], [-0.952896, 0.018349, 2.504091], [-0.455457, -3.228612, 3.554572], [-0.759005, -2.539443, 5.164203], [-0.252598, -1.475698, 3.823195], [-4.482681, -1.769350, 4.586609], [-5.824207, 0.317067, 4.384355], [-4.825440, 2.279328, 3.225889], [-3.149383, 3.308534, 2.015023], [-2.292870, 5.256431, -1.417294], [-1.861727, 6.810048, -3.304516], [0.078361, 6.434483, -4.788193], [1.572387, 4.502403, -4.403571], [1.099970, 2.930728, -2.533396], [-2.643945, -0.002465, -0.151421], [-2.740632, -1.400565, -0.022672], [-3.918103, -2.018429, 0.377093], [-3.949866, -3.391594, 0.553650], [-2.818884, -4.161087, 0.319082], [-1.637637, -3.542052, -0.056496], [-1.582449, -2.159487, -0.215789], [-0.027645, -1.247455, -0.405903], [1.248045, -2.497656, -0.089028], [1.619680, -2.817514, 1.215170], [2.529867, -3.837445, 1.446898], [3.077491, -4.540601, 0.382388], [2.706473, -4.231072, -0.918079], [1.790129, -3.216337, -1.154439], [0.158176, -0.828885, -2.163246], [-0.848505, -1.056933, -3.091506], [-0.716686, -0.587398, -4.394067], [0.425420, 0.098876, -4.769906], [1.441869, 0.317336, -3.845375], [1.305152, -0.133538, -2.545972], [-2.296030, 0.337534, -1.043302], [-3.481169, 0.498955, 0.113562], [-4.798596, -1.416255, 0.569212], [-4.867149, -3.863560, 0.881336], [-2.848662, -5.233446, 0.455574], [-0.740474, -4.132134, -0.192479], [1.208246, -2.258329, 2.042859], [2.817832, -4.077291, 2.462406], [3.793418, -5.331477, 0.566442], [3.128074, -4.779492, -1.750322], [1.503613, -2.977613, -2.170643], [-1.736871, -1.609509, -2.804551], [-1.507795, -0.762217, -5.111625], [0.526147, 0.469740, -5.781638], [2.334611, 0.856384, -4.135894], [2.088392, 0.067478, -1.821925], [8.215220, 0.736488, 0.369169], [6.491067, 0.826008, 0.573377], [5.770382, -0.342439, 0.756808], [4.396756, -0.263709, 0.924305], [3.756631, 0.969368, 0.892677], [4.495524, 2.131264, 0.698684], [5.869799, 2.065739, 0.546115], [2.276140, 1.057246, 1.019872], [1.660010, 2.054206, 0.604113], [1.620805, 0.076329, 1.502741], [6.280275, -1.295641, 0.769514], [3.813652, -1.162983, 1.076764], [3.979951, 3.081529, 0.662714], [6.458640, 2.960830, 0.402855]], "forces_ev_per_angstrom": [[-0.6647, -1.4588, 0.1773], [-0.0282, 0.0717, 0.1906], [0.1027, -0.1497, -0.3238], [-0.2123, 0.0865, 0.3362], [0.0672, -0.0425, 0.0095], [-0.0337, 0.0949, -0.0005], [-0.0102, -0.1168, 0.0429], [0.0104, 0.0398, -0.1468], [-0.0141, 0.0052, 0.1284], [0.2546, 0.5734, -0.0814], [-0.0113, -0.2966, 0.0008], [-0.0393, 0.0859, -0.0221], [0.2313, 0.0640, -0.3506], [0.0134, -0.0548, 0.0340], [0.0150, 0.0498, 0.0333], [-0.0129, -0.0062, 0.0102], [0.0149, 0.0008, -0.0064], [0.0012, -0.0074, -0.0083], [-0.0427, 0.0145, -0.0376], [0.3106, 0.4226, -0.0747], [-0.0518, -0.8255, 0.1469], [0.0228, 0.0097, 0.0095], [-0.0025, 0.0015, 0.0062], [0.0154, -0.0437, -0.0161], [0.0023, -0.0012, 0.0010], [-0.0018, 0.0054, -0.0145], [-0.0024, -0.0009, -0.0020], [0.0071, -0.0017, 0.0441], [0.0038, -0.0080, -0.0048], [0.0043, 0.0020, 0.0034], [-0.0023, -0.0029, -0.0016], [-0.0008, 0.0055, -0.0018], [-0.0061, 0.0015, -0.0012], [0.2078, 0.2974, 0.0227], [0.0058, -0.1030, 0.0493], [0.0244, 0.0536, -0.0266], [-0.0081, -0.0516, 0.0090], [-0.0379, 0.0183, -0.0065], [0.0200, 0.0472, -0.0619], [-0.0246, -0.0999, 0.1426], [0.1425, 0.6216, -0.1399], [0.0118, -0.0499, -0.1296], [-0.0467, 0.0187, 0.0314], [-0.0287, 0.0333, 0.0214], [0.0109, -0.0210, -0.0385], [0.0150, -0.0136, 0.0322], [0.0511, 0.0705, 0.0467], [-0.0731, -0.1157, 0.0274], [-0.0220, -0.0496, -0.0153], [0.0006, -0.0123, 0.0112], [0.0185, 0.0129, 0.0061], [-0.0060, -0.0145, -0.0231], [0.0148, 0.0228, 0.0164], [-0.0669, -0.0496, -0.0437], [-0.0022, -0.0158, 0.0507], [-0.0046, -0.0063, -0.0109], [0.0039, 0.0002, -0.0022], [0.0004, 0.0019, 0.0074], [0.0011, -0.0044, 0.0020], [-0.0189, 0.0363, 0.0026], [-0.0014, -0.0004, 0.0009], [-0.0011, 0.0026, 0.0040], [-0.0008, 0.0024, -0.0004], [0.0038, -0.0147, 0.0059], [0.0015, 0.0173, 0.0054], [-0.0004, 0.0003, 0.0015], [0.0026, -0.0028, 0.0001], [-0.0009, -0.0026, -0.0054], [-0.0238, 0.0122, 0.0170], [-0.0072, 0.0008, 0.0007], [0.0206, 0.0081, -0.0044], [-0.0135, 0.0014, 0.0040], [0.0073, -0.0203, 0.0446], [0.0191, -0.0609, 0.1254], [0.0060, -0.0038, -0.0462], [-0.0061, -0.0101, -0.0033], [-0.0180, 0.5248, -0.0240], [0.5048, 0.2072, -0.0526], [-0.6056, 0.1928, -0.1350], [0.0012, 0.0008, 0.0011], [-0.0075, 0.0059, -0.0049], [-0.0114, -0.0052, 0.0066], [0.0017, -0.0016, -0.0020]], "mulliken_spin": [0.875, 0.001, 0.000, -0.007, 0.001, 0.002, -0.001, 0.004, 0.007, 0.019, -0.010, 0.011, 0.024, -0.001, 0.000, 0.001, -0.001, 0.001, 0.003, -0.003, 0.008, 0.000, 0.000, 0.000, 0.000, 0.000, 0.000, 0.002, 0.000, 0.000, 0.000, 0.000, -0.001, 0.044, -0.020, 0.006, 0.000, 0.001, 0.004, -0.021, 0.004, -0.003, -0.001, 0.001, -0.001, 0.000, -0.001, 0.000, 0.000, 0.001, -0.002, 0.001, -0.012, -0.004, -0.005, 0.000, 0.000, 0.000, 0.000, -0.001, 0.000, 0.000, 0.000, -0.001, -0.001, 0.000, 0.000, 0.000, 0.001, 0.000, -0.001, 0.001, 0.001, 0.001, 0.006, 0.000, -0.030, 0.093, -0.002, 0.000, 0.000, 0.005, 0.000]}